Formula: C6H9N
Source: OMol25
Level of theory: the ωB97M-V functional and the def2-TZVPD basis

XYZ file:
```
16
Properties=species:S:1:pos:R:3:mulliken_charge:R:1
C 0.2511 -1.1950 1.9386 -1.107
C 0.6801 -0.3302 0.8054 0.289
C 0.0146 0.2996 -0.1203 0.418
C 0.6231 1.4548 1.0263 -1.083
C -0.5441 0.6839 -1.2867 -0.631
C -0.6758 -0.2558 -2.3912 -0.144
N -0.3662 -1.4961 -2.3108 -0.604
H 1.0104 -1.2569 2.7252 0.321
H 0.1565 -2.1881 1.4880 0.338
H -0.7182 -0.9396 2.3894 0.367
H 1.4744 1.9477 0.5612 0.247
H 0.8617 1.2423 2.0719 0.314
H -0.2730 2.0899 1.0437 0.402
H -0.9053 1.6976 -1.4133 0.307
H -1.0639 0.1980 -3.3169 0.337
H -0.5253 -1.9522 -3.2107 0.228
```

Its HOMO energy is -0.272 Ha. The calculation puts the largest force on an atom at 0.5 eV/Å. The calculation puts the relative energy (zero: lowest compared OMol25 entry of this formula, charge and spin) at 468.0 kJ/mol.



Formula: CHNO3S3
Source: OMol25
Level of theory: the ωB97M-V functional and the def2-TZVPD basis

XYZ file:
```
9
Properties=species:S:1:pos:R:3:mulliken_charge:R:1
C 0.0081 0.8011 -1.4828 0.467
N 0.2786 0.5064 0.9115 -0.176
O -1.7130 -1.4258 1.2587 -0.474
O 0.6028 -1.6183 2.0423 -0.534
O -0.0872 1.2377 -0.2290 -0.210
S -0.4812 1.9471 -2.5854 -0.109
S 0.5331 -0.6622 -1.9870 -0.167
S -0.3226 -1.1175 1.0261 0.908
H 1.1813 0.3314 1.0456 0.294
```

Its HOMO energy (spin up / spin down) is -0.377 / -0.348 Ha. The calculation puts the largest force on an atom at 6.1 eV/Å. The calculation puts the relative energy (zero: lowest compared OMol25 entry of this formula, charge and spin) at 389.9 kJ/mol.



Formula: C7H7N3
Source: OMol25
Level of theory: the ωB97M-V functional and the def2-TZVPD basis

XYZ file:
```
17
Properties=species:S:1:pos:R:3:mulliken_charge:R:1
C -1.8455 -0.1561 -0.0104 0.794
C -1.4696 1.1899 -0.0130 -0.424
C -0.1502 1.6610 0.0365 -0.871
C 0.8429 0.6959 0.0314 0.155
C 1.8019 -1.3163 -0.0265 -0.595
C 0.5402 -0.6462 0.0306 0.841
C -0.8687 -1.1192 0.0967 -0.775
H -3.8716 0.1290 0.1395 0.217
H -3.4634 -1.4977 0.2417 0.225
H -2.2130 1.9378 -0.0075 0.315
H 0.2199 2.7214 -0.0070 0.285
H 2.7816 1.5341 0.1968 0.241
H 1.9417 -2.3691 -0.0141 0.479
H -1.0729 -2.1841 0.0399 0.322
N -3.2073 -0.5487 -0.1208 -0.575
N 2.2224 0.7334 -0.0571 0.189
N 2.7809 -0.4883 -0.0310 -0.824
```

Its HOMO energy is -0.292 Ha. The calculation puts the largest force on an atom at 3.5 eV/Å. The calculation puts the relative energy (zero: lowest compared OMol25 entry of this formula, charge and spin) at 28.0 kJ/mol. Its SMILES is Nc1ccc2[nH]ncc2c1.



Formula: C2H14NO3
Source: OMol25
Level of theory: the ωB97M-V functional and the def2-TZVPD basis

XYZ file:
```
20
Properties=species:S:1:pos:R:3:mulliken_charge:R:1
C 1.4509 1.2099 -0.2114 -0.921
N 0.0315 1.5608 -0.2125 -0.047
C -0.7677 1.3700 1.0203 -0.815
H 1.9682 1.1373 -1.1615 0.313
H 1.5625 0.2495 0.2741 0.368
H 2.0102 1.9692 0.3340 0.387
H -0.0499 2.4850 -0.6405 0.384
H -0.5891 1.0892 -0.9842 0.285
H -0.0480 1.4824 1.8306 0.394
H -1.4118 2.2072 1.2592 0.355
H -1.3254 0.4428 1.0538 0.263
H -0.1646 -0.8561 -1.7078 0.374
H -0.9684 -0.1199 -3.0387 0.283
O -0.7380 -0.0046 -2.1134 -0.729
H 1.1836 -1.8156 -1.3707 0.384
H -0.0020 -2.2714 -0.6519 0.360
O 0.5280 -1.4608 -0.7366 -0.629
H 0.1127 -1.5811 1.9789 0.276
H -0.9506 -2.5651 1.9040 0.321
O -0.4376 -2.0973 2.5851 -0.607
```

Its HOMO energy is -0.546 Ha. The total charge is +1. The calculation puts the largest force on an atom at 3.7 eV/Å. The calculation puts the relative energy (zero: lowest compared OMol25 entry of this formula, charge and spin) at 211.6 kJ/mol.



Formula: C8H16N2O3
Source: OMol25
Level of theory: the ωB97M-V functional and the def2-TZVPD basis

XYZ file:
```
29
Properties=species:S:1:pos:R:3:mulliken_charge:R:1
C -2.3674 -0.0348 2.0321 -0.851
C -1.4025 0.7287 1.1635 0.635
C -0.0549 0.6712 -0.7765 0.197
C -0.3531 0.7629 -2.2718 0.056
C 1.3678 0.1376 -0.3066 0.500
C 1.6066 0.5176 1.1081 -1.695
C 1.4705 -1.3551 -0.5660 -0.382
C 1.9307 -1.6989 -1.9643 -1.074
H -3.0427 1.6678 2.9946 0.279
H -1.8107 0.9712 3.7846 0.291
H -2.0783 -1.0537 2.3105 0.367
H -3.3617 -0.1663 1.6334 0.361
H -1.4695 -0.7204 -0.2903 0.310
H 0.2509 1.8315 -0.7142 0.185
H 2.1412 0.6561 -0.9021 0.306
H 2.6324 0.1375 1.4033 0.465
H 0.9798 -0.0054 1.8188 0.345
H 1.6758 1.6769 1.3588 0.257
H 2.2276 -1.8713 0.0707 0.411
H 0.4064 -1.7248 -0.2392 0.160
H 2.1689 -0.7589 -2.6376 0.247
H 1.1598 -2.2319 -2.5203 0.242
H 2.7214 -2.4306 -1.7741 0.362
H -1.2356 0.2789 -3.7006 0.354
N -2.6342 0.7271 3.2822 -0.678
N -1.0648 0.1561 -0.0401 -0.077
O -0.9010 1.7682 1.5024 -0.566
O 0.2983 1.4342 -2.9785 -0.545
O -1.2616 -0.0717 -2.7806 -0.461
```

Its HOMO energy is -0.352 Ha. The calculation puts the largest force on an atom at 6.1 eV/Å. The calculation puts the relative energy (zero: lowest compared OMol25 entry of this formula, charge and spin) at 233.5 kJ/mol. Its SMILES is CC[C@H](C)[C@H](NC(=O)CN)C(=O)O.



Formula: C2H8S3
Source: OMol25
Level of theory: the ωB97M-V functional and the def2-TZVPD basis

XYZ file:
```
13
Properties=species:S:1:pos:R:3:mulliken_charge:R:1
C -2.4097 1.0489 0.9985 -0.674
S -3.6886 0.4190 -0.0289 -0.156
H -2.2004 0.2268 1.6466 0.284
H -1.5093 1.4763 0.5075 0.231
H -2.9989 1.8610 1.5332 0.271
H -2.7891 -0.3268 -0.6741 0.112
C 0.1179 -0.6674 -0.0461 -0.669
S 1.6930 0.3960 -0.0413 -0.047
S 3.2156 -0.9855 -0.4796 -0.215
H 0.3627 -1.6028 -0.4443 0.451
H -0.6845 0.0197 -0.4340 -0.064
H -0.2434 -0.9662 0.9491 0.308
H 4.2954 -0.2495 -0.0016 0.167
```

Its HOMO energy is -0.307 Ha. The calculation puts the largest force on an atom at 2.6 eV/Å. The calculation puts the relative energy (zero: lowest compared OMol25 entry of this formula, charge and spin) at 123.8 kJ/mol. Its SMILES is CSS.CS.